Entry 1:
A structure of composition C5H13N5O4RuSSe2. Source: the Open Molecules 2025 dataset; level of theory: ωB97M-V with the def2-TZVPD basis set.

Output
energy = -165125.8290 eV
gap between HOMO and LUMO = 6.76 eV

Structure (ORCA input):
```
! RIJCOSX wB97M-V def2-TZVPD def2/J DEFGRID3
* xyz 2 1
H 1.62 -2.76 0.76
C 0.42 0.37 -2.75
S -2.17 1.18 1.61
H -2.59 -2.68 0.08
N 1.40 -0.68 1.29
H 3.71 0.51 4.00
O -0.83 1.57 2.14
H -2.75 -2.76 -1.70
Ru -0.31 0.09 0.63
N 2.11 0.10 2.14
C -0.47 2.98 -1.56
H -3.09 -1.22 -0.82
Se -0.62 -1.66 -1.06
N 3.99 -0.27 3.41
O -1.91 -0.42 1.51
H -1.45 2.65 -1.90
H 4.43 -1.05 3.87
H 0.34 1.07 -3.58
H 1.34 -0.19 -2.85
H 0.08 3.51 -2.34
Se 0.64 1.46 -1.13
H -0.55 3.59 -0.66
N 3.00 -0.68 2.60
O -3.36 1.60 2.22
H -1.72 0.05 -2.51
O -1.99 1.31 0.11
H -0.88 -1.16 -3.51
C -2.50 -2.13 -0.85
C 1.96 -1.91 1.32
N 2.97 -1.94 2.15
C -0.80 -0.51 -2.63
*
```


Entry 2:
A cluster of 2 separate species, C2H3Cl2NSi in total at a distorted geometry. Source: the Open Molecules 2025 dataset; level of theory: ωB97M-V with the def2-TZVPD basis set.

Output
energy = -36534.0046 eV
gap between HOMO and LUMO (alpha / beta) = 6.38 / 6.38 eV

Structure (ORCA input):
```
! RIJCOSX wB97M-V def2-TZVPD def2/J DEFGRID3
* xyz 0 1
Cl 2.20 -1.74 -0.11
C -0.66 -0.55 1.20
H -0.31 -0.32 2.24
H -0.95 -1.59 1.19
H -1.47 0.17 0.91
N 0.58 2.29 -1.12
Cl -0.19 -0.99 -2.33
Si 0.57 -0.53 -0.34
C 0.23 3.26 -1.65
*
```


Q: What is the energy in the second record?
A: -36534.0046 eV